{
  "formula": "C3H2N2O2",
  "method": "ωB97M-V/def2-TZVPD",
  "species": ["O", "C", "C", "N", "C", "N", "O", "H", "H"],
  "positions_angstrom": [[-1.42367, 0.06230, -1.39479], [-1.45947, -0.31843, -0.26393], [-0.02684, 1.71694, 0.80292], [0.90088, 1.08969, 0.41406], [1.46158, -0.08615, -0.03094], [0.78362, -1.16277, -0.14493], [-0.49824, -1.03268, 0.39908], [-2.26224, -0.16029, 0.46855], [2.52438, -0.10860, -0.25001]],
  "forces_ev_per_angstrom": [[0.16, -0.23, 0.64], [0.00, 0.02, -0.52], [1.12, -0.12, -0.21], [-0.89, 0.52, 0.50], [-0.15, -0.35, -0.08], [0.33, 0.27, 0.03], [-0.21, 0.05, 0.07], [-0.10, -0.17, -0.23], [-0.27, 0.01, -0.20]],
  "gap_ev": 10.845,
  "molar_mass_g_mol": 98.1,
  "lumo_ev": -0.3,
  "largest_force_ev_per_a": 1.15,
  "charge": 0,
  "homo_ev": -11.12
}

{
  "formula": "C4H12",
  "method": "ωB97M-V/def2-TZVPD",
  "species": ["C", "C", "H", "H", "H", "H", "H", "H", "C", "C", "H", "H", "H", "H", "H", "H"],
  "positions_angstrom": [[1.16053, 1.52210, 0.72492], [-0.05361, 1.62053, 1.66695], [2.02964, 1.34101, 1.35844], [1.02906, 0.76480, -0.03334], [1.35752, 2.49798, 0.27430], [0.09496, 2.16459, 2.58417], [-0.29187, 0.57053, 1.92131], [-0.97838, 1.81112, 1.11934], [-0.35120, -0.87995, -1.57845], [-0.72127, -2.12061, -0.73949], [0.69131, -1.05012, -1.88654], [-0.83266, -0.98520, -2.55051], [-0.43064, 0.12357, -1.19170], [-1.54468, -2.59304, -1.28917], [-1.20266, -1.91483, 0.21292], [0.04396, -2.87249, -0.59313]],
  "forces_ev_per_angstrom": [[-0.05, 1.36, 1.14], [-0.45, -2.42, -1.14], [0.16, -0.42, -0.29], [0.19, -0.07, -0.01], [-0.04, -0.13, -0.31], [-0.09, 0.47, 0.01], [0.34, 0.26, 0.58], [0.08, 1.03, 0.14], [1.46, -1.54, -0.99], [-1.73, 0.32, -0.22], [0.05, 0.55, 0.27], [-0.44, 0.51, 0.13], [-0.39, -0.04, 0.31], [0.25, -0.35, 0.12], [0.34, 0.28, 0.30], [0.34, 0.19, -0.05]],
  "gap_ev": 12.551,
  "molar_mass_g_mol": 60.1,
  "lumo_ev": 1.2,
  "largest_force_ev_per_a": 2.71,
  "charge": 0,
  "homo_ev": -11.40
}

{
  "formula": "C4H8N2",
  "method": "ωB97M-V/def2-TZVPD",
  "species": ["C", "N", "C", "C", "C", "N", "H", "H", "H", "H", "H", "H", "H", "H"],
  "positions_angstrom": [[-0.26126, 1.28289, 0.57760], [-0.34432, -0.02035, -0.07448], [-1.57011, -0.78496, 0.12056], [0.69430, -0.53773, -0.68003], [2.11885, -0.14675, -0.52427], [2.52108, 0.65144, 0.36116], [-1.09298, 1.38797, 1.27735], [-0.30699, 2.07742, -0.17311], [0.73717, 1.33400, 1.04707], [-1.63862, -1.08778, 1.17168], [-1.55568, -1.67865, -0.50622], [-2.44214, -0.17674, -0.13192], [0.49910, -1.50293, -1.15512], [2.75449, -0.80290, -1.16167]],
  "forces_ev_per_angstrom": [[0.08, -0.14, -0.12], [-0.51, 0.36, 0.44], [0.06, -0.01, 0.01], [0.73, -0.35, -0.47], [-0.56, -0.29, 0.14], [0.10, -0.20, -0.35], [0.17, -0.01, -0.05], [-0.01, -0.05, 0.10], [-0.26, 0.11, 0.03], [-0.07, 0.02, -0.12], [-0.01, 0.14, 0.08], [0.11, -0.07, 0.01], [0.13, 0.17, 0.11], [0.03, 0.32, 0.18]],
  "gap_ev": [7.913, 6.588],
  "molar_mass_g_mol": 84.1,
  "lumo_ev": [0.3, 0.1],
  "largest_force_ev_per_a": 0.93,
  "charge": 0,
  "homo_ev": [-7.66, -6.50]
}

Which formula does entry 3 have?
C4H8N2